The following is a DFT calculation (wB97M-V/def2-TZVPD) of 2 unconnected molecules or ions with the total composition C3H8Cl2N at a distorted geometry.

Properties
**LUMO (spin up / spin down)**: -4.45 / -4.51 eV
**E_tot**: -1093.8378 a.u.

Geometry as ORCA input:
```
! wB97M-V def2-TZVPD RIJCOSX def2/J DEFGRID3
* xyz 1 1
C 0.9529 1.1356 -0.2644
C 1.0004 -0.1334 0.3938
C -2.2468 0.1946 0.6059
N 0.8586 -1.3159 -0.3983
Cl -2.3129 1.6406 -0.2581
Cl -2.1803 -1.3275 -0.1239
H 1.6919 1.1275 -1.1583
H 1.3129 1.9959 0.4545
H -0.0804 1.3596 -0.5445
H 0.8762 -0.2008 1.4842
H -1.9236 0.2295 1.5944
H 1.4263 -2.1254 -0.1061
H 0.8098 -0.9741 -1.4309
H -0.1849 -1.6063 -0.2483
*
```

Here are the natural (NBO) charges for atoms 1 to 6, given in e: -0.74, 0.03, -0.31, -0.77, 0.13, 0.09